1.
Computed, not measured: a 2-piece molecular cluster, C5H16N2O overall in a non-equilibrium geometry, with ωB97M-V with the def2-TZVPD basis set.

As for the spin multiplicity: 2. The total charge is -1. The relative energy (zero: lowest compared OMol25 entry of this formula, charge and spin) comes out at 0.959 eV. Its expectation value of S² is 0.75.

Each line ends with the Löwdin charge.
Positions of all 24 atoms, in Å:
C 1.555 1.767 1.324  -0.162
C 0.564 1.599 0.174  -0.327
N -0.037 0.273 0.430  -0.084
C -0.584 -0.039 -1.975  -0.121
C -1.065 -0.114 -0.513  -0.427
C -1.625 -1.451 0.061  -0.293
N -2.763 -1.403 0.992  -0.030
H 2.014 2.766 1.156  0.058
H 2.389 1.053 1.203  0.035
H 0.943 1.957 2.204  0.064
H -0.170 2.430 0.221  0.104
H 0.959 1.715 -0.853  0.091
H 0.733 -0.415 0.337  0.063
H -1.107 -0.699 -2.683  0.055
H -0.609 0.933 -2.500  0.059
H 0.529 -0.388 -1.846  0.086
H -1.951 0.772 -0.507  0.164
H -1.896 -2.195 -0.672  0.089
H -0.874 -1.965 0.651  0.072
H -2.480 -0.693 1.661  0.050
H -3.581 -1.033 0.486  0.055
H 3.046 -1.405 1.013  -0.048
H 2.960 -2.200 -0.340  -0.087
O 3.047 -1.266 -0.023  -0.465

=====

2.
Computed, not measured: a 3-piece molecular cluster, C12H14Cl4O6 overall in a non-equilibrium geometry, with ωB97M-V with the def2-TZVPD basis set.

As for the spin multiplicity: 1. The total charge is 0. As for the SMILES: CC(=O)OC(=O)CC1=CC(=O)OC1=O.ClCCCl.ClCCCl. The relative energy (zero: lowest compared OMol25 entry of this formula, charge and spin) comes out at 0.529 eV.

Each line ends with the Löwdin charge.
Positions of all 36 atoms, in Å:
C 1.814 -1.501 -0.554  -0.030
C 2.005 -0.056 -1.011  -0.489
O 2.906 0.205 -1.703  0.171
O 1.124 0.977 -0.688  0.045
C 0.612 0.830 0.600  -0.457
O 1.357 0.918 1.499  0.185
C -0.868 0.609 0.918  0.004
C -1.724 0.038 -0.199  -0.109
C -1.524 -0.156 -1.506  -0.058
C -2.808 -0.737 -2.080  -0.463
O -2.885 -0.939 -3.230  0.183
O -3.732 -0.953 -1.102  0.159
C -3.153 -0.413 0.064  -0.384
O -3.792 -0.339 1.032  0.208
H 2.809 -1.862 -0.272  0.034
H 1.435 -2.137 -1.369  0.106
H 1.162 -1.635 0.322  0.046
H -0.975 -0.001 1.829  0.126
H -1.298 1.600 1.174  0.156
H -0.615 0.065 -2.048  0.057
Cl -1.083 2.205 -2.444  0.759
C -0.993 3.862 -3.102  -0.602
C -0.499 4.850 -2.074  -0.656
Cl -1.680 5.100 -0.762  0.538
H -1.980 4.130 -3.476  0.073
H -0.305 3.832 -3.947  0.078
H -0.336 5.819 -2.543  0.073
H 0.438 4.525 -1.627  0.070
Cl -0.001 -2.555 3.484  0.549
C 1.167 -3.856 3.838  -0.656
C 2.572 -3.483 3.434  -0.635
Cl 2.750 -3.378 1.664  0.629
H 0.831 -4.757 3.329  0.069
H 1.127 -4.034 4.912  0.074
H 3.270 -4.245 3.780  0.074
H 2.872 -2.528 3.860  0.073

=====

3.
Computed, not measured: C46H54ClN4O4Ru as an isolated structure in a non-equilibrium geometry, with ωB97M-V with the def2-TZVPD basis set.

As for the spin multiplicity: 6. The total charge is 0. The relative energy (zero: lowest compared OMol25 entry of this formula, charge and spin) comes out at 0.225 eV. Its expectation value of S² is 8.83.

Each line ends with the Löwdin charge.
Positions of all 110 atoms, in Å:
Ru -0.505 1.028 -0.715  1.483
C 0.953 -6.338 -0.208  -0.049
C 1.937 -5.234 0.210  -0.557
C 1.960 -5.178 1.738  -0.068
C 3.345 -5.592 -0.286  -0.047
C 1.502 -3.899 -0.399  -0.170
C 1.296 -2.770 0.367  0.029
C 0.856 -1.582 -0.227  -0.195
N 0.574 -0.394 0.437  -0.030
C 0.838 -0.199 1.754  -0.182
C 2.035 -0.584 2.378  0.015
C 2.219 -0.371 3.720  -0.146
C 1.164 0.232 4.471  0.025
C -0.027 0.639 3.943  -0.079
C -0.233 0.449 2.517  -0.285
O -1.268 0.797 1.900  -0.040
C -1.105 1.308 4.795  -0.536
C -0.728 1.357 6.276  -0.069
C -1.299 2.749 4.295  -0.038
C -2.434 0.542 4.675  -0.037
C 3.510 -0.748 4.439  -0.557
C 4.150 0.521 5.026  -0.042
C 4.518 -1.407 3.499  -0.062
C 3.190 -1.735 5.573  -0.041
C 0.505 -1.552 -1.582  -0.257
O -0.147 -0.452 -2.003  -0.231
C 0.815 -2.652 -2.402  -0.089
C 1.301 -3.796 -1.779  0.011
C 0.540 -2.631 -3.908  -0.525
C -0.980 -2.709 -4.116  -0.030
C 1.190 -3.816 -4.630  -0.069
C 1.105 -1.353 -4.548  -0.044
H 1.219 -7.283 0.275  0.083
H 0.961 -6.499 -1.288  0.075
H -0.065 -6.072 0.086  0.092
H 2.213 -6.164 2.137  0.085
H 0.985 -4.890 2.140  0.091
H 2.710 -4.469 2.103  0.073
H 3.670 -6.545 0.143  0.084
H 4.061 -4.820 0.007  0.087
H 3.371 -5.683 -1.374  0.078
H 1.443 -2.787 1.437  0.093
H 2.807 -1.024 1.764  0.111
H 1.330 0.380 5.530  0.092
H 0.151 1.983 6.452  0.086
H -0.539 0.359 6.679  0.088
H -1.559 1.792 6.835  0.086
H -0.358 3.306 4.338  0.093
H -2.034 3.269 4.918  0.089
H -1.659 2.741 3.266  0.059
H -2.337 -0.461 5.101  0.091
H -2.739 0.448 3.636  0.072
H -3.218 1.073 5.224  0.085
H 4.405 1.223 4.229  0.091
H 5.065 0.264 5.568  0.086
H 3.477 1.029 5.720  0.077
H 4.809 -0.736 2.687  0.089
H 4.117 -2.327 3.064  0.078
H 5.420 -1.666 4.057  0.087
H 2.526 -1.294 6.320  0.078
H 4.111 -2.037 6.078  0.086
H 2.706 -2.631 5.175  0.091
H 1.530 -4.658 -2.392  0.094
H -1.365 -3.646 -3.705  0.092
H -1.225 -2.674 -5.184  0.085
H -1.485 -1.887 -3.610  0.068
H 0.713 -4.763 -4.367  0.082
H 2.256 -3.886 -4.405  0.089
H 1.078 -3.681 -5.709  0.084
H 0.697 -0.463 -4.077  0.053
H 0.862 -1.335 -5.616  0.084
H 2.193 -1.327 -4.442  0.096
Cl 0.488 6.088 1.885  0.721
C -0.614 4.926 1.279  -0.639
C -1.999 5.064 1.502  -0.118
C -2.839 4.139 0.985  -0.026
C -2.344 2.995 0.177  -0.258
N -0.883 2.826 0.213  -0.071
C -0.112 3.756 0.668  -0.134
H -2.363 5.890 2.100  0.118
H -3.896 4.164 1.217  0.134
H -2.751 2.091 0.633  0.136
H 0.960 3.603 0.591  0.127
C 0.703 2.121 -5.727  -0.006
N -0.523 1.617 -5.118  -0.044
C -1.406 0.827 -5.808  -0.052
C -2.491 0.291 -5.240  0.015
C -2.803 0.570 -3.851  -0.463
O -3.762 0.148 -3.242  0.085
N -1.910 1.467 -3.233  0.070
C -0.697 1.862 -3.775  -0.467
O 0.169 2.417 -3.116  0.052
H 0.649 1.958 -6.800  0.091
H 1.574 1.607 -5.322  0.093
H 0.807 3.183 -5.522  0.096
H -1.155 0.650 -6.844  0.131
H -3.160 -0.353 -5.789  0.121
C -2.036 1.776 -1.830  -0.171
C -2.702 2.847 -1.340  -0.079
C -3.513 3.846 -2.096  -0.131
C -3.614 5.182 -1.686  -0.031
C -4.313 6.127 -2.423  -0.080
C -4.931 5.773 -3.611  -0.090
C -4.869 4.451 -4.026  -0.073
C -4.189 3.504 -3.278  -0.014
H -3.113 5.508 -0.789  0.087
H -4.367 7.149 -2.066  0.104
H -5.467 6.510 -4.194  0.102
H -5.362 4.147 -4.941  0.106
H -4.244 2.482 -3.592  0.091